# 1
The following is a DFT calculation (ωB97M-V/def2-TZVPD) of a molecular structure, C29H48N3O24S2.

As for the HOMO-LUMO gap: 8.010 eV. The total charge is -1. The total energy comes out at -106133.1529 eV.

CARTESIAN COORDINATES (ANGSTROEM)
S (3.79, 1.13, -0.73)
S (2.24, 2.08, 1.34)
O (-3.18, -3.80, 3.75)
O (3.34, 2.31, 2.25)
O (-2.04, -3.81, 1.81)
O (-1.17, -5.10, -5.41)
O (-9.22, -5.36, 2.18)
O (1.68, -7.07, 2.15)
O (3.29, 8.35, -5.37)
O (3.73, -7.86, 2.64)
O (-7.52, -6.64, 1.52)
O (1.51, 7.77, 1.24)
O (0.88, -2.02, -0.30)
O (3.35, 0.43, -1.91)
O (0.91, -0.13, 0.64)
O (-7.74, -6.12, 3.70)
O (2.21, 9.83, -4.05)
O (-2.33, -3.23, -4.90)
O (2.20, 9.91, 1.36)
O (-3.84, -5.13, 2.10)
O (2.95, 7.92, -3.18)
O (1.12, 2.99, 1.49)
O (3.46, -6.02, 1.36)
O (-0.12, -3.27, -4.60)
O (4.40, 0.29, 0.28)
O (0.24, 9.27, 2.28)
N (2.60, 2.05, -0.19)
N (1.61, -1.28, 0.23)
N (8.65, -0.02, -0.53)
C (2.33, -5.47, 0.67)
C (-4.46, -4.32, 4.15)
C (1.65, 9.75, -2.72)
C (-4.57, -5.54, 3.27)
C (2.57, 8.74, -2.07)
C (-8.41, -6.55, 0.40)
C (6.44, 1.76, -1.33)
C (-0.52, -1.90, -4.41)
C (-10.62, -5.29, 0.19)
C (-2.93, -4.20, 2.49)
C (0.46, 7.01, 1.89)
C (1.40, 9.06, 1.61)
C (-4.50, -4.60, 5.63)
C (0.00, 5.85, 1.05)
C (5.01, 2.32, -1.26)
C (-0.14, -6.03, 0.90)
C (-2.00, -2.06, -4.14)
C (-9.22, -5.31, 0.74)
C (3.03, -7.06, 2.10)
C (1.57, 0.45, 1.77)
C (0.26, -1.24, -3.31)
C (1.19, -5.84, 1.59)
C (-1.20, -3.98, -5.01)
C (2.86, 8.66, -4.30)
C (7.95, -0.31, -1.78)
C (-8.13, -6.04, 2.58)
C (6.60, 0.41, -2.04)
C (1.61, 11.10, -2.06)
C (-0.57, 8.10, 2.12)
H (2.26, -5.96, -0.31)
H (-0.91, 5.41, 1.48)
H (3.47, 9.21, -1.66)
H (7.75, -1.38, -1.78)
H (0.86, 11.74, -2.53)
H (-2.61, -1.22, -4.46)
H (8.00, 0.03, 0.25)
H (4.98, 3.11, -0.51)
H (-0.40, -5.15, 0.33)
H (-5.40, -5.16, 5.88)
H (-4.51, -3.67, 6.20)
H (-1.21, 8.23, 1.25)
H (0.87, 6.65, 2.84)
H (-0.93, -6.21, 1.63)
H (2.36, -0.20, 2.13)
H (-7.84, -6.47, -0.52)
H (-2.19, -2.27, -3.08)
H (-10.61, -5.44, -0.89)
H (0.79, 0.63, 2.51)
H (-5.59, -5.79, 3.01)
H (8.65, -0.13, -2.59)
H (-3.62, -5.17, 5.93)
H (5.78, -0.26, -1.81)
H (-9.03, -7.45, 0.38)
H (-5.22, -3.58, 3.88)
H (0.64, 9.34, -2.82)
H (4.68, 2.77, -2.19)
H (2.58, 11.59, -2.16)
H (-0.10, -6.90, 0.24)
H (-11.11, -4.34, 0.40)
H (2.09, 8.15, -1.30)
H (1.29, -1.07, -3.61)
H (0.76, 5.07, 1.01)
H (9.09, 0.90, -0.59)
H (-4.07, -6.41, 3.70)
H (-0.18, -0.27, -3.05)
H (0.28, -1.87, -2.42)
H (1.37, 11.00, -1.00)
H (2.45, -4.40, 0.53)
H (6.54, 0.61, -3.12)
H (-8.68, -4.41, 0.44)
H (7.02, 2.50, -1.91)
H (6.86, 1.77, -0.33)
H (-1.18, 7.94, 3.00)
H (1.10, -5.11, 2.40)
H (-0.36, -1.38, -5.36)
H (-11.22, -6.07, 0.66)
H (-0.20, 6.18, 0.03)

Atom charges from the Löwdin analysis, given in e for atoms 1 to 99:
1 S 0.485
2 S 0.501
3 O 0.087
4 O -0.335
5 O 0.155
6 O 0.151
7 O 0.090
8 O 0.079
9 O 0.158
10 O 0.150
11 O 0.061
12 O 0.077
13 O 0.040
14 O -0.349
15 O -0.120
16 O 0.151
17 O 0.077
18 O 0.052
19 O 0.142
20 O 0.064
21 O 0.071
22 O -0.364
23 O 0.066
24 O 0.089
25 O -0.334
26 O 0.058
27 N -0.330
28 N -0.005
29 N -0.023
30 C -0.084
31 C -0.321
32 C -0.327
33 C -0.084
34 C -0.084
35 C -0.084
36 C -0.236
37 C -0.319
38 C -0.022
39 C -0.564
40 C -0.307
41 C -0.579
42 C -0.019
43 C -0.018
44 C -0.246
45 C -0.024
46 C -0.096
47 C -0.321
48 C -0.573
49 C -0.236
50 C -0.014
51 C -0.317
52 C -0.573
53 C -0.568
54 C -0.277
55 C -0.568
56 C -0.200
57 C -0.019
58 C -0.095
59 H 0.142
60 H 0.097
61 H 0.145
62 H 0.098
63 H 0.083
64 H 0.135
65 H 0.063
66 H 0.095
67 H 0.085
68 H 0.090
69 H 0.085
70 H 0.136
71 H 0.163
72 H 0.073
73 H 0.102
74 H 0.142
75 H 0.140
76 H 0.092
77 H 0.106
78 H 0.097
79 H 0.098
80 H 0.093
81 H 0.080
82 H 0.140
83 H 0.159
84 H 0.157
85 H 0.102
86 H 0.094
87 H 0.094
88 H 0.087
89 H 0.126
90 H 0.091
91 H 0.056
92 H 0.055
93 H 0.146
94 H 0.103
95 H 0.060
96 H 0.078
97 H 0.130
98 H 0.110
99 H 0.160



# 2
The following is a DFT calculation (ωB97M-V/def2-TZVPD) of 6 unconnected molecules or ions with the total composition C29H49B2F9IO15S5.

As for the HOMO-LUMO gap: 6.126 eV. The total charge is -1. The total energy comes out at -149666.3016 eV.

CARTESIAN COORDINATES (ANGSTROEM)
I (-3.47, 2.36, 0.46)
S (6.50, 1.05, -0.53)
S (3.16, -1.03, 4.26)
S (-0.22, 5.37, 1.14)
S (1.09, -4.90, -2.17)
S (-4.31, 3.57, -3.96)
F (-7.18, -2.20, 0.47)
F (-3.48, -3.58, 2.01)
F (-7.59, -4.53, 1.10)
F (-4.50, -1.12, 0.22)
F (-5.75, -0.90, 1.93)
F (-4.44, -2.17, 3.51)
F (-5.56, -5.15, 1.12)
F (-5.59, -3.19, -0.58)
F (-6.40, -3.97, 2.78)
O (-1.81, -2.78, 4.42)
O (0.69, -3.70, -1.49)
O (-0.28, 4.04, 1.67)
O (-4.64, 4.59, -2.99)
O (1.76, -0.72, 4.07)
O (0.50, 5.69, -0.06)
O (6.95, 0.18, 0.52)
O (3.60, -1.90, 5.32)
O (-1.24, -0.47, 4.33)
O (1.88, -5.92, -1.51)
O (-1.65, -0.21, 0.47)
O (0.10, -4.07, 2.69)
O (5.10, 1.35, -0.73)
O (-2.98, -0.04, 2.33)
O (-2.95, 3.33, -4.39)
C (-0.60, 7.69, 2.30)
C (-3.91, -2.31, 2.26)
C (-0.31, -3.61, 1.43)
C (4.07, 0.50, 4.36)
C (1.89, -4.47, -3.70)
C (8.65, 2.34, -1.28)
C (-1.89, 6.03, 1.00)
C (-6.00, -2.86, 0.66)
C (7.41, 2.59, -0.42)
C (-5.00, -1.80, 1.27)
C (8.16, 1.62, -2.54)
C (3.87, -1.58, 2.71)
C (1.31, -5.44, -4.72)
C (7.21, 0.51, -2.08)
C (-6.43, 2.04, -4.04)
C (-6.26, 2.56, -5.47)
C (-2.00, 7.13, 2.07)
C (-0.35, -5.68, -2.91)
C (-0.19, -5.52, -4.42)
C (-1.64, -1.48, 1.04)
C (-2.62, -1.42, 2.30)
C (-5.35, 3.79, -5.40)
C (1.16, -4.34, 1.53)
C (-6.34, -4.14, 1.48)
C (-5.03, 2.03, -3.42)
C (0.32, 6.48, 2.44)
C (4.82, -0.47, 2.25)
C (5.31, 0.26, 3.51)
C (-0.22, -2.04, 1.19)
B (-1.88, -1.55, 3.74)
B (-2.18, 0.80, 1.41)
H (-0.67, -4.59, -4.74)
H (-0.30, 8.30, 1.45)
H (4.40, -2.51, 2.90)
H (9.16, 3.28, -1.52)
H (6.79, 3.37, -0.85)
H (-7.21, 2.79, -5.93)
H (-1.25, -5.19, -2.54)
H (-2.60, 5.23, 1.16)
H (-4.73, 3.89, -6.29)
H (-6.87, 1.04, -4.02)
H (4.28, 0.24, 1.62)
H (7.75, -0.42, -1.89)
H (-0.31, -0.74, 4.35)
H (7.62, 2.33, -3.17)
H (-0.67, -6.34, -4.96)
H (-2.00, 6.43, 0.00)
H (-1.31, 1.39, 1.98)
H (1.51, -5.12, -5.74)
H (7.64, 2.81, 0.62)
H (-1.12, -4.17, 0.91)
H (-0.86, -2.92, 4.62)
H (6.02, -0.38, 4.05)
H (6.42, 0.33, -2.80)
H (3.45, 1.29, 3.94)
H (0.75, -5.07, 0.73)
H (-0.56, 8.33, 3.19)
H (-5.03, 1.97, -2.34)
H (-2.70, 7.90, 1.76)
H (5.64, -0.87, 1.67)
H (4.30, 0.73, 5.40)
H (1.61, -3.44, -3.94)
H (2.97, -4.55, -3.59)
H (1.46, -5.19, 2.17)
H (8.99, 1.22, -3.12)
H (3.07, -1.76, 1.99)
H (0.37, -1.65, 2.03)
H (0.17, 5.98, 3.39)
H (-2.21, -2.11, 0.31)
H (-5.78, 1.79, -6.08)
H (-5.93, 4.71, -5.26)
H (1.77, -6.43, -4.59)
H (-0.35, -6.73, -2.61)
H (-4.42, 1.22, -3.84)
H (9.36, 1.71, -0.74)
H (-7.08, 2.71, -3.47)
H (1.37, 6.73, 2.30)
H (5.82, 1.19, 3.26)
H (-2.38, 6.69, 3.00)
H (0.35, -2.04, 0.25)

Atom charges from the Löwdin analysis, given in e for atoms 1 to 99:
1 I 0.760
2 S 0.675
3 S 0.684
4 S 0.644
5 S 0.663
6 S 0.644
7 F 0.131
8 F 0.128
9 F 0.132
10 F 0.149
11 F 0.144
12 F 0.126
13 F 0.166
14 F 0.146
15 F 0.212
16 O 0.133
17 O -0.302
18 O -0.319
19 O -0.327
20 O -0.314
21 O -0.329
22 O -0.327
23 O -0.325
24 O 0.166
25 O -0.316
26 O -0.055
27 O -0.126
28 O -0.299
29 O -0.076
30 O -0.325
31 C -0.236
32 C -0.326
33 C -0.229
34 C -0.228
35 C -0.230
36 C -0.225
37 C -0.229
38 C -0.309
39 C -0.228
40 C -0.315
41 C -0.217
42 C -0.201
43 C -0.227
44 C -0.218
45 C -0.224
46 C -0.227
47 C -0.219
48 C -0.216
49 C -0.217
50 C -0.264
51 C -0.171
52 C -0.232
53 C -0.056
54 C -0.535
55 C -0.234
56 C -0.241
57 C -0.228
58 C -0.218
59 C -0.028
60 B -0.535
61 B -1.118
62 H 0.118
63 H 0.114
64 H 0.106
65 H 0.114
66 H 0.111
67 H 0.107
68 H 0.106
69 H 0.034
70 H 0.096
71 H 0.113
72 H 0.113
73 H 0.104
74 H 0.066
75 H 0.117
76 H 0.112
77 H 0.107
78 H 0.056
79 H 0.113
80 H 0.108
81 H 0.146
82 H 0.097
83 H 0.119
84 H 0.104
85 H 0.112
86 H 0.046
87 H 0.107
88 H 0.054
89 H 0.109
90 H 0.077
91 H 0.104
92 H 0.110
93 H 0.107
94 H 0.111
95 H 0.112
96 H 0.095
97 H 0.117
98 H 0.105
99 H 0.152



# 3
The following is a DFT calculation (ωB97M-V/def2-TZVPD) of a molecular structure, C29H49BBrCl8F2MgN4NaO12S.

As for the HOMO-LUMO gap: 1.159 eV. The total charge is +2. The total energy comes out at -258399.4721 eV.

CARTESIAN COORDINATES (ANGSTROEM)
Br (-2.63, 4.60, -0.59)
Cl (7.73, 2.22, 10.45)
Cl (4.64, 5.15, 6.93)
Cl (1.71, 9.10, 4.55)
Cl (5.69, 4.99, 4.23)
Cl (7.40, 5.84, 6.40)
Cl (6.53, 3.08, 6.22)
Cl (3.51, 9.33, 1.68)
Cl (9.06, 4.44, 8.24)
S (-3.34, -9.38, -5.32)
Mg (-5.34, 0.07, 1.96)
Na (-0.80, 5.36, 2.91)
F (1.69, -2.20, -1.20)
F (-4.34, 1.80, -0.56)
O (-1.02, -3.58, -4.90)
O (-0.52, -0.58, -1.43)
O (-7.10, -7.48, -2.87)
O (-4.46, -7.26, -2.43)
O (-4.73, -9.84, -5.07)
O (-3.64, 2.43, 2.14)
O (-4.25, -4.62, -6.29)
O (2.50, 2.45, 6.22)
O (1.04, 2.04, 4.58)
O (0.07, 4.07, -2.03)
O (-6.92, -4.76, -6.69)
O (1.45, 4.13, 5.30)
N (-1.38, 3.36, 2.24)
N (1.44, 5.42, -0.51)
N (-0.85, 0.92, 0.42)
N (-0.30, 2.97, -1.22)
C (-1.43, -2.46, -5.07)
C (-2.54, -9.19, -3.73)
C (-6.37, -5.40, -5.65)
C (-3.61, -0.27, 0.51)
C (-4.26, -5.93, -4.34)
C (6.07, 4.76, 5.95)
C (2.36, 8.05, 2.11)
C (-2.55, -2.16, -6.03)
C (9.93, 3.18, 9.15)
C (1.38, 0.23, -0.21)
C (-5.00, -6.64, -3.49)
C (0.82, 4.86, -1.26)
C (2.18, 1.51, 0.21)
C (0.10, 1.67, -1.83)
C (-6.48, -6.80, -3.67)
C (-4.89, -5.27, -5.48)
C (-0.06, 0.54, -0.75)
C (1.37, -0.83, 0.93)
C (-7.11, -6.12, -4.79)
C (4.30, 2.58, 1.08)
C (-2.02, 1.74, 0.13)
C (3.54, 1.21, 0.92)
C (1.20, 8.59, 2.93)
C (-2.40, -10.81, -5.87)
C (9.09, 1.94, 9.34)
C (1.60, 2.89, 5.30)
C (-1.77, 2.89, -0.96)
C (-3.25, 0.94, -0.37)
C (-0.84, -1.29, -4.31)
B (-2.36, 2.52, 1.53)
H (-3.03, -8.36, -3.21)
H (-3.00, 0.58, -1.39)
H (-3.19, -5.81, -4.22)
H (5.40, 2.44, 1.13)
H (2.43, 2.18, -0.64)
H (9.70, 1.15, 9.78)
H (-1.61, -0.81, -3.70)
H (1.98, 7.63, 1.18)
H (-0.04, -1.65, -3.65)
H (1.92, -0.24, -1.06)
H (-5.20, -7.71, -1.98)
H (-0.44, 3.25, 1.84)
H (-6.18, -4.32, -7.15)
H (-3.27, -1.19, -0.01)
H (0.73, 9.44, 2.44)
H (2.71, 3.34, 6.56)
H (-2.21, -1.48, -6.81)
H (3.43, 0.77, 1.92)
H (-0.42, -0.57, -5.01)
H (-1.34, -10.54, -5.96)
H (4.09, 3.27, 0.23)
H (-1.60, 4.36, 2.13)
H (-0.54, 1.39, -2.70)
H (-2.66, -10.10, -3.14)
H (-0.55, -1.36, -0.85)
H (1.13, 1.74, -2.25)
H (4.16, 0.60, 0.23)
H (-3.40, -1.72, -5.49)
H (-2.52, -11.63, -5.17)
H (-3.49, 2.12, 3.06)
H (8.69, 1.58, 8.40)
H (10.25, 3.61, 10.10)
H (-2.22, 2.52, -1.90)
H (2.90, 7.27, 2.65)
H (-4.75, -0.34, 0.48)
H (4.00, 3.13, 1.99)
H (-0.27, 1.29, 1.17)
H (-3.22, -0.22, 1.56)
H (0.15, 3.12, -0.30)
H (-1.48, -8.96, -3.87)
H (-8.18, -6.23, -4.90)
H (10.82, 2.94, 8.57)
H (0.45, 7.81, 3.06)
H (1.29, -0.31, 1.92)
H (1.57, 2.14, 0.93)
H (-2.77, -11.11, -6.85)
H (-2.88, -3.09, -6.50)
H (2.33, -1.36, 0.88)
H (0.56, -1.57, 0.85)

Atom charges from the Löwdin analysis, given in e for atoms 1 to 99:
1 Br 0.967
2 Cl 0.539
3 Cl 0.561
4 Cl 0.597
5 Cl 0.504
6 Cl 0.494
7 Cl 0.531
8 Cl 0.592
9 Cl 0.507
10 S 0.858
11 Mg 1.125
12 Na 0.711
13 F -0.448
14 F -0.006
15 O 0.087
16 O 0.013
17 O 0.127
18 O 0.065
19 O -0.483
20 O 0.073
21 O 0.094
22 O 0.082
23 O 0.010
24 O 0.088
25 O 0.116
26 O -0.026
27 N 0.164
28 N 0.270
29 N 0.135
30 N -0.060
31 C -0.493
32 C -0.236
33 C -0.229
34 C -0.057
35 C 0.073
36 C -2.009
37 C -0.685
38 C -0.025
39 C -0.639
40 C -0.289
41 C -0.246
42 C -0.265
43 C -0.184
44 C 0.048
45 C -0.312
46 C -0.293
47 C -0.474
48 C -0.067
49 C 0.088
50 C -0.101
51 C -0.295
52 C -0.205
53 C -0.679
54 C -0.243
55 C -0.665
56 C -0.820
57 C -0.476
58 C -0.280
59 C -0.037
60 B -0.560
61 H 0.016
62 H 0.165
63 H 0.139
64 H 0.082
65 H 0.101
66 H 0.074
67 H 0.054
68 H 0.039
69 H 0.077
70 H 0.140
71 H 0.134
72 H 0.086
73 H 0.122
74 H 0.139
75 H 0.074
76 H 0.054
77 H 0.090
78 H 0.117
79 H 0.088
80 H 0.062
81 H 0.064
82 H 0.001
83 H 0.159
84 H 0.074
85 H 0.116
86 H 0.168
87 H 0.130
88 H 0.083
89 H 0.068
90 H 0.124
91 H 0.057
92 H 0.071
93 H 0.132
94 H 0.068
95 H -0.005
96 H 0.061
97 H 0.112
98 H 0.083
99 H 0.152